Entry from the Open Molecules 2025 dataset: a 3-piece molecular cluster, C28H68N3P2 overall at a distorted geometry (ωB97M-V/def2-TZVPD).

Output
- Energy relative to the best compared isomer or geometry (same formula, charge and spin): 0.0 kcal/mol
- LUMO energy: -2.51 eV
- Maximum force: 1.344 eV Å⁻¹
- Total energy: -53180.357 eV
- Gap between HOMO and LUMO: 7.2432 eV
- M: 508.82 g mol⁻¹
- Total charge: +1

The geometry in XYZ format:
```
101
Properties=species:S:1:pos:R:3:lowdin_charge:R:1
C 1.02 -1.64 1.53 -0.107
C 0.93 -1.10 2.94 -0.258
C -0.06 0.04 3.08 -0.228
C -1.52 -0.36 2.83 -0.192
C -2.52 0.59 3.52 -0.206
C -3.66 1.08 2.63 -0.186
C -3.33 2.18 1.58 -0.194
C -2.00 2.89 1.74 -0.206
C -1.99 4.26 1.04 -0.203
C -1.92 4.25 -0.47 -0.250
C -0.51 3.98 -1.01 -0.318
P -0.09 2.24 -1.34 0.893
C 1.29 2.11 -2.56 -0.298
C 2.57 1.58 -1.87 -0.315
N 2.97 2.32 -0.68 0.006
P -1.82 1.02 -1.84 0.826
C -1.21 -0.68 -1.47 -0.286
C -2.02 1.04 -3.66 -0.444
C -3.27 0.19 -4.03 -0.138
H 1.25 -0.82 0.84 0.048
H 0.07 -2.11 1.26 0.065
H 1.82 -2.37 1.42 0.074
H 1.93 -0.74 3.22 0.093
H 0.68 -1.90 3.63 0.114
H 0.02 0.43 4.10 0.113
H 0.19 0.86 2.41 0.088
H -1.64 -1.35 3.27 0.114
H -1.74 -0.44 1.77 0.093
H -2.99 0.01 4.31 0.110
H -2.00 1.39 4.03 0.095
H -4.00 0.20 2.07 0.104
H -4.50 1.36 3.24 0.105
H -4.12 2.93 1.66 0.109
H -3.43 1.77 0.59 0.062
H -1.75 3.07 2.78 0.114
H -1.23 2.26 1.28 0.064
H -2.89 4.78 1.37 0.116
H -1.15 4.82 1.43 0.112
H -2.66 3.60 -0.93 0.078
H -2.16 5.25 -0.81 0.116
H -0.32 4.53 -1.93 0.091
H 0.23 4.33 -0.29 0.092
H 0.41 1.71 -0.15 0.017
H 1.50 3.09 -2.97 0.092
H 0.95 1.42 -3.33 0.069
H 3.37 1.64 -2.60 0.111
H 2.41 0.53 -1.65 0.106
H 2.77 1.80 0.17 0.056
H 2.58 3.25 -0.64 0.063
H -0.68 -0.67 -0.53 -0.004
H -0.51 -1.01 -2.24 0.045
H -2.06 -1.35 -1.43 0.032
H -2.16 2.07 -3.99 0.073
H -1.15 0.64 -4.17 0.064
H -3.61 -0.37 -3.16 0.041
H -4.05 0.81 -4.42 0.076
H -2.97 -0.53 -4.79 0.075
C 7.15 3.25 3.08 -0.090
C 7.01 2.16 4.14 -0.271
N 5.63 1.82 4.43 -0.200
C 5.48 1.01 5.63 -0.248
C 6.08 -0.39 5.64 -0.084
C 4.83 1.43 3.29 -0.259
C 5.31 0.23 2.45 -0.080
H 6.57 4.13 3.36 0.080
H 8.19 3.55 2.99 0.075
H 6.82 2.91 2.10 0.063
H 7.47 2.53 5.06 0.120
H 7.60 1.29 3.82 0.103
H 4.41 0.94 5.86 0.110
H 5.91 1.58 6.46 0.111
H 5.51 -1.09 5.03 0.053
H 6.08 -0.79 6.66 0.073
H 7.12 -0.40 5.29 0.068
H 4.74 2.29 2.63 0.095
H 3.80 1.24 3.63 0.102
H 6.37 0.28 2.23 0.070
H 4.77 0.22 1.50 0.056
H 5.10 -0.72 2.94 0.053
C -1.56 -4.13 -3.09 -0.092
C -3.07 -3.94 -3.22 -0.279
N -3.49 -3.75 -4.60 -0.200
C -4.87 -3.28 -4.71 -0.255
C -5.99 -4.20 -4.23 -0.078
C -3.09 -4.79 -5.53 -0.244
C -3.52 -6.23 -5.24 -0.077
H -1.03 -3.30 -3.57 0.069
H -1.29 -4.14 -2.03 0.071
H -1.22 -5.06 -3.52 0.069
H -3.36 -3.05 -2.66 0.098
H -3.57 -4.79 -2.74 0.106
H -5.05 -3.01 -5.76 0.115
H -4.94 -2.34 -4.15 0.092
H -6.15 -5.04 -4.91 0.059
H -6.92 -3.65 -4.18 0.074
H -5.79 -4.61 -3.24 0.069
H -2.00 -4.77 -5.61 0.101
H -3.44 -4.50 -6.53 0.116
H -3.35 -6.50 -4.19 0.068
H -2.94 -6.91 -5.85 0.075
H -4.57 -6.40 -5.47 0.057
```